Molecular formula: C4H5N3O3
Method: DFT, ωB97M-V/def2-TZVPD

```
15
Properties=species:S:1:pos:R:3
O 4.0919 1.5259 -0.5199
O -0.2436 1.7275 -0.5336
O -0.0332 -0.4451 0.0518
N 1.3564 -0.5492 -0.0452
N 2.0435 0.4797 -0.5205
N 3.8097 -0.5287 0.3360
C 3.3944 0.5880 -0.2467
C -2.0108 0.4807 0.6172
C -0.6756 0.7237 0.0220
C 4.3289 -0.9627 1.3147
H 4.7072 -1.4813 2.1086
H -1.9708 -0.4161 1.1243
H -2.1244 1.3360 1.3126
H -2.8823 0.3869 -0.1543
H 1.5018 1.2852 -0.7818
```

Spin multiplicity ... 1
E_HOMO (alpha / beta) ... -7.059 / -8.194 eV
Total charge ... 0
LUMO level (alpha / beta) ... -0.0054 / 0.0138 Eh

=====

Molecular formula: C4H5N3O3S
Method: DFT, ωB97M-V/def2-TZVPD

```
16
Properties=species:S:1:pos:R:3
S 2.5663 1.3754 1.6607
O -1.5768 0.4840 2.4591
O 0.3382 2.5300 1.7852
O 0.1416 -1.1865 -0.7450
N 0.9600 1.5259 1.4203
N -2.6687 -1.0904 -0.3825
N 0.3208 0.5481 0.8073
C -1.2471 0.2122 1.3633
C 1.0271 -0.5208 0.0926
C -2.0564 -0.5029 0.3956
C -0.2782 -0.6642 -1.9738
H -0.2880 0.5062 -1.9413
H 1.8218 -0.0149 -0.3620
H 1.6144 -1.3625 0.5741
H 0.5246 -0.7643 -2.7584
H -1.1997 -1.0753 -2.3952
```

Spin multiplicity ... 1
SMILES string ... COCN(C(=O)C#N)[N+]([O-])=S
E_HOMO ... -9.419 eV
Total charge ... 0
LUMO level ... -0.0588 Eh

=====

Molecular formula: C4H5N3OS
Method: DFT, ωB97M-V/def2-TZVPD

```
14
Properties=species:S:1:pos:R:3
S 1.4989 3.5168 0.4520
O 4.0607 -2.0607 -0.6152
N 3.2647 -0.0338 -0.2057
N 0.6764 0.8688 -0.0381
N 4.0405 -0.8457 -0.7360
C 1.0894 2.0877 -0.0705
C 0.2773 0.1029 -1.1994
C 1.2935 0.1251 1.1160
C 2.5222 -0.3696 0.9285
H -0.5853 0.7685 -1.5267
H 1.1520 0.1077 -1.8124
H 0.5153 -0.0454 1.8118
H 0.1806 -0.8992 -0.7911
H 3.0991 -1.0217 1.6594
```

Spin multiplicity ... 1
E_HOMO (alpha / beta) ... -6.875 / -6.874 eV
Total charge ... 0
LUMO level (alpha / beta) ... -0.0843 / -0.0843 Eh

=====

Molecular formula: C4H5N4O3
Method: DFT, ωB97M-V/def2-TZVPD

```
16
Properties=species:S:1:pos:R:3
O 1.7345 0.5840 1.1653
O -3.2363 1.2840 1.0388
O -4.7676 0.2224 -0.1040
N -0.9976 -1.7312 -0.9497
N 2.7727 -0.9433 -0.3062
N -1.3091 -0.0806 0.4581
N -3.6232 0.4069 0.2400
C -2.3151 -1.4751 -0.9437
C -0.3398 -0.9102 -0.0635
C 2.0632 -0.3305 0.3955
C -2.5303 -0.3703 -0.1309
H 2.9262 -1.3315 -1.1940
H 2.2152 0.9339 1.8498
H -1.3241 0.6558 1.0924
H -0.5270 -2.5247 -1.3873
H -3.0149 -2.0290 -1.5740
```

Spin multiplicity ... 1
E_HOMO ... -13.608 eV
Total charge ... +1
LUMO level ... -0.1514 Eh

=====

Molecular formula: C4H5N5
Method: DFT, ωB97M-V/def2-TZVPD

```
14
Properties=species:S:1:pos:R:3
N -0.5741 1.4734 -0.1122
N -3.2973 -0.7145 -0.1884
N 0.7096 1.5030 -0.2753
N 2.2771 -1.5503 -0.1893
N -0.0444 -0.8230 0.2555
C 1.6902 0.7082 0.2795
C 1.2770 -0.7384 -0.0418
C -0.8913 0.3482 0.2032
C -2.2190 -0.2551 0.1806
H 1.0619 2.5601 -0.7616
H 2.7605 0.9795 -0.2028
H 1.9826 1.0872 1.4830
H -0.5332 -1.7598 -0.1872
H 2.0914 -2.4651 -0.4926
```

Spin multiplicity ... 1
SMILES string ... [H]/N=C1/CNN=C(C#N)N1
E_HOMO ... -8.843 eV
Total charge ... 0
LUMO level ... 0.0132 Eh

=====

Molecular formula: C4H5N5
Method: DFT, ωB97M-V/def2-TZVPD

```
14
Properties=species:S:1:pos:R:3
N 0.1204 -1.8864 0.2691
N -1.0121 -1.2899 -0.3580
N -4.0038 0.4691 -0.4283
N 1.4351 -0.0876 -0.7948
N 0.6241 1.4265 0.6946
C -1.7004 -0.4894 0.4022
C 1.2407 -1.2192 0.1661
C -2.9477 -0.0710 -0.1357
C 1.2367 1.1859 -0.3535
H 1.6908 1.9743 -0.8590
H 2.5564 -0.2019 -1.0470
H -1.3164 -0.0748 1.3565
H 0.1114 2.3195 0.8134
H 1.9646 -2.0552 0.2744
```

Spin multiplicity ... 1
SMILES string ... [H]/N=C/N/C=N\N=C\C#N
E_HOMO ... -10.000 eV
Total charge ... 0
LUMO level ... -0.0028 Eh

=====

Molecular formula: C4H5N5S2
Method: DFT, ωB97M-V/def2-TZVPD

```
16
Properties=species:S:1:pos:R:3
S -1.8310 0.7725 -1.9319
S -0.0411 2.0722 1.6403
N 0.8647 -2.8193 1.9345
N 1.4802 0.3825 3.0564
N 0.3134 -0.6392 1.4019
N -0.1223 2.0351 -0.0796
N 1.6589 -0.8333 3.2300
C -1.3579 1.1544 -3.6471
C 0.6355 0.5251 1.9889
C -0.7800 1.6970 -1.0029
C 0.9661 -1.4992 2.2009
H -2.3597 1.3118 -4.2459
H -0.6268 1.9564 -3.5875
H 1.4765 -3.5793 2.3270
H 0.6690 -2.9255 0.9106
H -0.9456 0.3890 -4.1957
```

Spin multiplicity ... 1
E_HOMO (alpha / beta) ... -6.910 / -7.693 eV
Total charge ... 0
LUMO level (alpha / beta) ... -0.0596 / -0.0269 Eh

=====

Molecular formula: C4H5NO
Method: DFT, ωB97M-V/def2-TZVPD

```
11
Properties=species:S:1:pos:R:3
O -1.7557 0.2640 1.4420
N -0.6430 -0.8446 -0.2889
C 0.4840 -0.7670 -1.0598
C -0.7028 0.1806 0.6089
C 1.1700 0.3635 -0.6339
C 0.2364 1.0983 0.3770
H -1.3347 -1.5844 -0.3401
H 0.7003 -1.5045 -1.8213
H 1.4296 0.8840 0.8019
H -1.6133 1.0687 1.9722
H 2.0497 0.7857 -1.1229
```

Spin multiplicity ... 1
SMILES string ... Oc1ccc[nH]1
E_HOMO ... -8.236 eV
Total charge ... 0
LUMO level ... 0.0312 Eh

=====

Molecular formula: C4H5NO
Method: DFT, ωB97M-V/def2-TZVPD

```
11
Properties=species:S:1:pos:R:3
O 2.0914 -0.3347 -0.0958
N -1.5466 -0.5132 -0.2665
C -1.3243 0.6995 0.1365
C 0.7645 -0.0874 -0.0514
C 0.0723 1.0448 0.2576
C -0.2250 -1.1241 -0.3607
H 0.4700 2.0107 0.5478
H -0.6374 -1.7138 0.4950
H 2.5599 0.4734 0.1588
H -0.0678 -1.8167 -1.1781
H -2.1570 1.3614 0.3570
```

Spin multiplicity ... 1
SMILES string ... OC1=CC=NC1
E_HOMO ... -8.866 eV
Total charge ... 0
LUMO level ... 0.0247 Eh

=====

Molecular formula: C4H5NO
Method: DFT, ωB97M-V/def2-TZVPD

```
11
Properties=species:S:1:pos:R:3
O -1.9625 -0.5598 -0.0135
N 1.1084 1.1570 -0.0774
C -1.0321 -0.0034 0.5120
C 1.1511 -1.3411 -0.3133
C 1.3313 -0.0505 -0.1826
C -0.3892 1.2596 -0.0522
H -0.7261 2.1156 0.5438
H 0.8518 -1.7094 -1.2873
H -0.7143 1.3748 -1.0912
H -0.6178 -0.3365 1.4891
H 1.1686 -2.0070 0.5401
```

Spin multiplicity ... 1
SMILES string ... C=C=NCC=O
E_HOMO ... -9.491 eV
Total charge ... 0
LUMO level ... 0.0354 Eh

=====

Molecular formula: C4H5NO
Method: DFT, ωB97M-V/def2-TZVPD

```
11
Properties=species:S:1:pos:R:3
O -1.3782 1.9387 0.0212
N 0.7572 1.0316 0.2841
C 0.2944 -1.2145 -0.1180
C 1.2911 -0.3576 0.1830
C -0.5935 1.0119 0.0348
C -0.9586 -0.4159 -0.2319
H -1.7045 -0.6848 0.5157
H 2.3564 -0.5498 0.3465
H 0.2117 -2.2990 -0.2852
H 1.1133 1.9790 0.4825
H -1.3891 -0.4398 -1.2327
```

Spin multiplicity ... 1
SMILES string ... O=C1CC=CN1
E_HOMO ... -8.921 eV
Total charge ... 0
LUMO level ... 0.0348 Eh

=====

Molecular formula: C4H5NO
Method: DFT, ωB97M-V/def2-TZVPD

```
11
Properties=species:S:1:pos:R:3
O -1.5068 0.1086 -1.2575
N -0.5963 -0.6882 -1.9096
C 0.2293 -0.2783 0.1271
C 0.9325 0.4081 1.1482
C -1.0573 0.2792 0.0519
C 0.3762 -1.0016 -1.0988
H 1.1893 -1.6115 -1.4716
H -0.5059 1.1490 1.0244
H 1.1603 1.4524 0.9568
H -1.8284 -0.0016 0.7692
H 1.6594 -0.0804 1.7998
```

Spin multiplicity ... 1
E_HOMO ... -9.145 eV
Total charge ... 0
LUMO level ... -0.0008 Eh